The following is a DFT calculation (the ωB97M-V functional and the def2-TZVPD basis) of 2 unconnected molecules or ions with the total composition CH4NOP.

Structure (XYZ):
```
8
Properties=species:S:1:pos:R:3:forces:R:3:nbo_charge:R:1
C 0.9239 0.9994 0.1595 0.168 -1.162 0.999 -0.35
N -1.7780 -0.6897 -0.2522 1.169 -0.472 2.847 -0.77
O 1.7340 0.3160 -0.7646 1.251 -0.107 -1.096 -0.72
P 1.0653 -0.8018 0.2124 -1.134 -0.178 0.295 0.81
H 1.4120 1.5359 0.9508 0.155 0.557 -0.117 0.20
H 0.0341 1.2765 -0.3127 -1.284 1.109 -0.112 0.22
H -1.6274 -1.5406 -0.7653 -0.098 -0.750 -0.660 0.30
H -1.7640 -1.0957 0.7722 -0.227 1.003 -2.157 0.30
```
Forces are in eV/Å.

Properties
Frontier orbital gap (spin up / spin down) in eV: 7.53 / 9.69
E_LUMO (spin up / spin down) in eV: -0.64 / -0.59
E_HOMO (spin up / spin down) in eV: -8.17 / -10.28
Energy in eV: -13924.129